Entry 1:
Density functional theory data (ωB97M-V/def2-TZVPD) for a structure of composition C51H49InN4O4STe.

Values from the calculation:
HOMO (alpha / beta) (eV): -2.10 / -2.10
ΔE to the lowest compared entry with this formula, charge and spin (eV): 3.232
Net charge: -1
<S²>: 0.78
Electronic energy (eV): -91129.114
2S+1: 2

Each line ends with the Löwdin charge.
Atoms and positions in Å:
In -18.70 -11.06 5.76  1.13
C -21.10 -5.09 8.73  -0.10
N -20.30 -5.58 7.57  -0.20
C -18.93 -6.00 7.95  -0.21
C -18.67 -7.50 8.03  -0.19
C -18.54 -8.07 6.63  -0.24
N -17.78 -9.37 6.58  -0.17
C -16.52 -9.39 7.08  -0.16
C -15.78 -10.54 7.53  -0.16
C -14.61 -10.20 8.29  -0.05
C -13.89 -11.23 8.87  -0.15
C -14.30 -12.49 8.68  -0.15
C -15.37 -12.86 7.91  -0.03
C -16.21 -11.89 7.37  -0.31
O -17.26 -12.36 6.61  -0.22
C -20.49 -4.56 6.53  -0.24
C -19.81 -4.67 5.15  -0.16
C -20.68 -4.38 3.94  -0.21
N -21.01 -5.55 3.11  -0.12
C -20.06 -5.90 2.12  -0.12
C -20.19 -7.07 1.44  -0.23
C -19.25 -7.55 0.44  -0.06
C -19.49 -8.68 -0.32  -0.14
C -20.68 -9.35 -0.09  -0.20
C -21.50 -9.07 0.96  -0.07
C -21.30 -7.89 1.70  -0.17
O -22.35 -7.39 2.59  -0.06
H -20.76 -5.46 9.69  0.07
H -22.16 -5.39 8.56  0.09
H -21.11 -3.97 8.79  0.07
H -18.66 -5.45 8.92  0.12
H -18.16 -5.56 7.19  0.14
H -19.42 -8.09 8.61  0.13
H -17.77 -7.66 8.63  0.10
H -18.03 -7.39 5.95  0.10
H -19.54 -8.21 6.09  0.12
H -16.06 -8.41 7.38  0.13
H -14.34 -9.18 8.46  0.09
H -13.02 -11.02 9.49  0.09
H -13.75 -13.24 9.20  0.08
H -15.58 -13.84 7.64  0.10
H -20.28 -3.53 7.02  0.13
H -21.53 -4.71 6.28  0.03
H -19.36 -5.63 5.00  0.09
H -18.94 -4.00 5.19  0.11
H -20.20 -3.67 3.21  0.12
H -21.69 -3.95 4.12  0.08
H -19.11 -5.30 2.02  0.11
H -18.26 -7.12 0.37  0.09
H -18.79 -9.01 -1.11  0.10
H -20.96 -10.17 -0.71  0.07
H -22.41 -9.70 1.15  0.11
C -19.03 -15.48 0.09  -0.08
C -18.89 -14.40 1.11  -0.28
C -17.66 -13.72 1.04  0.02
C -17.44 -12.65 1.97  -0.03
C -16.09 -11.95 2.15  -0.26
O -15.57 -11.64 3.25  0.08
C -15.46 -11.52 0.88  -0.13
C -15.98 -11.57 -0.41  -0.02
C -15.33 -10.86 -1.43  -0.12
C -14.16 -10.22 -1.28  -0.10
C -13.61 -10.14 0.01  -0.07
C -14.28 -10.74 1.07  0.00
C -18.47 -12.33 2.94  -0.23
O -18.32 -11.14 3.55  -0.13
C -19.67 -13.11 3.00  -0.09
C -19.78 -14.21 2.13  0.00
C -20.69 -12.86 4.04  -0.11
N -20.58 -11.98 5.07  0.02
C -21.87 -11.57 5.84  -0.30
C -22.41 -10.29 5.39  -0.44
Te -24.09 -9.45 6.61  1.26
C -25.54 -10.05 5.27  -0.61
C -26.57 -10.91 5.69  -0.17
C -27.57 -11.35 4.83  -0.10
C -27.46 -10.92 3.51  -0.11
C -26.43 -10.12 3.02  -0.10
C -25.49 -9.68 3.91  -0.14
C -21.96 -13.64 3.82  -0.20
C -22.52 -14.68 4.59  -0.05
C -23.68 -15.31 4.19  -0.08
C -24.29 -14.98 2.94  -0.05
C -23.79 -13.89 2.24  -0.06
C -22.59 -13.31 2.61  -0.03
H -19.96 -16.13 0.28  0.10
H -18.10 -16.09 -0.02  0.08
H -19.13 -15.10 -0.94  0.07
H -16.90 -13.99 0.28  0.13
H -16.88 -12.18 -0.63  0.11
H -15.90 -10.75 -2.36  0.11
H -13.73 -9.69 -2.15  0.11
H -12.76 -9.54 0.21  0.08
H -13.88 -10.68 2.11  0.13
H -20.66 -14.86 2.28  0.13
H -21.59 -11.51 6.88  0.09
H -22.55 -12.40 5.82  0.09
H -22.75 -10.30 4.32  0.07
H -21.68 -9.45 5.46  0.04
H -26.41 -11.39 6.65  0.08
H -28.41 -11.94 5.18  0.10
H -28.13 -11.28 2.71  0.10
H -26.37 -9.79 1.96  0.12
H -24.63 -9.01 3.66  0.10
H -22.05 -15.18 5.47  0.14
H -24.20 -16.06 4.84  0.11
H -25.08 -15.52 2.48  0.09
H -24.17 -13.59 1.31  0.09
H -21.99 -12.70 1.94  0.13
S -23.10 -5.91 4.67  0.62
C -22.03 -6.37 3.48  -0.77


Entry 2:
Density functional theory data (ωB97M-V/def2-TZVPD) for a cluster of 2 separate species, C3H10N3 in total.

Values from the calculation:
HOMO (eV): -13.78
ΔE to the lowest compared entry with this formula, charge and spin (eV): 1.817
Net charge: +1
Electronic energy (eV): -7736.447

Each line ends with the Löwdin charge.
Atoms and positions in Å:
C 1.17 -0.56 1.16  -0.08
N -0.07 1.92 1.75  0.15
C -0.46 1.13 0.72  -0.23
N -0.07 -0.09 0.53  -0.07
H 1.82 0.24 1.51  0.08
H 1.72 -1.14 0.42  0.08
H 0.93 -1.22 1.99  0.09
H 0.37 1.46 2.53  0.11
H -0.69 2.69 1.95  0.11
H -1.15 1.57 0.02  0.14
C -0.71 -1.71 -2.31  0.09
N -0.04 -0.70 -1.97  0.12
H -1.12 -2.38 -1.56  0.11
H -0.89 -1.94 -3.36  0.11
H 0.35 -0.07 -2.67  0.14
H -0.02 -0.36 -0.82  0.06


Entry 3:
Density functional theory data (ωB97M-V/def2-TZVPD) for a structure of composition C2H35O16V.

Values from the calculation:
HOMO (alpha / beta) (eV): -15.01 / -15.01
Net charge: +2
<S²>: 2.05
Electronic energy (eV): -61075.119
2S+1: 3

Each line ends with the Löwdin charge.
Atoms and positions in Å:
V 2.34 -1.21 -0.30  1.22
C 0.87 1.95 0.08  -0.01
C 0.06 0.61 0.13  -0.33
O 0.73 -0.22 -0.69  -0.30
H 1.41 2.10 -0.89  0.08
H 1.58 2.16 0.95  0.10
H 0.18 2.86 0.20  0.11
H -0.94 0.69 -0.34  0.10
H -0.09 0.21 1.08  0.08
O -0.99 -3.02 1.49  0.02
H -1.45 -2.22 1.38  -0.02
H -1.12 -3.56 0.68  0.10
O -2.75 -0.88 1.27  -0.02
H -2.99 -0.43 0.44  0.04
H -3.46 -1.44 1.52  0.08
O -0.99 -0.81 3.37  -0.04
H -1.51 -0.75 2.56  0.00
H -1.67 -1.09 3.97  0.09
O 2.17 1.34 -3.50  -0.02
H 2.38 0.76 -4.24  0.09
H 1.94 2.18 -3.90  0.09
O -2.62 2.26 1.07  -0.01
H -2.86 2.83 0.35  0.06
H -1.72 2.02 0.89  -0.02
O -3.62 0.60 -1.13  -0.07
H -2.86 1.16 -1.08  -0.06
H -3.65 0.37 -2.12  0.12
O 1.36 -2.18 1.22  -0.06
H 0.49 -2.62 1.27  0.02
H 1.95 -2.60 1.85  0.11
O 1.78 -2.55 -1.92  0.01
H 2.30 -2.49 -2.71  0.10
H 1.72 -3.46 -1.84  0.08
O -1.87 2.48 -2.02  -0.01
H -1.13 1.93 -2.27  0.00
H -2.26 2.85 -2.77  0.05
O 1.58 0.34 3.16  0.01
H 2.15 -0.01 3.81  0.06
H 0.74 -0.04 3.37  0.02
O -1.46 1.84 3.55  -0.05
H -1.85 2.45 2.84  0.05
H -1.45 0.97 3.25  -0.08
O 3.58 -0.22 -1.65  -0.03
H 4.50 -0.40 -1.95  0.16
H 3.18 0.43 -2.17  0.01
O -1.39 -1.92 -1.51  0.02
H -0.94 -1.18 -1.21  -0.06
H -1.15 -2.69 -0.99  0.02
O 3.23 -0.13 1.13  -0.12
H 4.01 -0.45 1.72  0.18
H 2.62 0.30 1.82  0.06
O -0.44 0.29 -3.23  -0.01
H -0.03 0.07 -2.40  -0.02
H 0.41 0.50 -3.57  -0.01


Entry 4:
Density functional theory data (ωB97M-V/def2-TZVPD) for a structure of composition C5H10O.

Values from the calculation:
HOMO (alpha / beta) (eV): -7.52 / -7.51
ΔE to the lowest compared entry with this formula, charge and spin (eV): 4.909
Electronic energy (eV): -7389.856

Each line ends with the Löwdin charge.
Atoms and positions in Å:
C 1.22 0.31 0.71  0.00
C 0.81 0.20 -1.20  0.12
C -0.11 -0.08 -0.20  -0.47
C -0.63 -1.49 -0.05  -0.04
C -1.29 1.05 0.20  -0.45
O -2.35 0.72 -0.42  -0.18
H 1.01 -0.38 1.53  0.11
H 1.12 1.36 1.00  0.10
H 2.26 0.10 0.42  0.10
H 1.28 -0.57 -1.81  0.12
H 1.08 1.23 -1.41  0.12
H 0.05 -2.25 -0.44  0.09
H -0.84 -1.70 1.01  0.09
H -1.58 -1.51 -0.58  0.09
H -0.76 2.01 -0.07  0.10
H -1.27 0.99 1.33  0.11


Entry 5:
Density functional theory data (ωB97M-V/def2-TZVPD) for a cluster of 2 separate species, C10H11I in total.

Values from the calculation:
HOMO (alpha / beta) (eV): -6.87 / -7.68
ΔE to the lowest compared entry with this formula, charge and spin (eV): 6.547
Electronic energy (eV): -18640.802

Each line ends with the Löwdin charge.
Atoms and positions in Å:
C -1.37 2.82 -0.22  -0.08
C -1.53 1.62 -0.91  -0.13
C -0.23 2.94 0.67  -0.08
C -0.72 0.54 -0.77  -0.06
C 0.62 1.87 0.81  -0.06
C 0.48 0.61 0.11  -0.23
C 1.36 -0.48 0.16  0.00
C -0.32 -2.57 -0.79  -0.59
C 2.81 -0.68 0.40  -0.13
C -1.65 -2.77 -0.26  -0.34
I 0.99 -4.11 -0.23  0.74
H -1.84 3.83 -0.38  0.11
H -2.48 1.50 -1.53  0.12
H -0.08 3.79 1.33  0.10
H -0.83 -0.31 -1.39  0.06
H 1.45 1.86 1.47  0.09
H 3.00 -0.95 1.51  0.12
H 3.17 -1.45 -0.26  0.04
H 3.42 0.18 0.11  0.07
H -2.43 -2.13 -0.58  0.04
H -1.73 -2.23 0.72  0.11
H -2.07 -3.87 0.03  0.11


Entry 6:
Density functional theory data (ωB97M-V/def2-TZVPD) for a cluster of 4 separate species, C27H37N6O in total.

Values from the calculation:
HOMO (eV): -11.57
Net charge: +1
Electronic energy (eV): -39579.244

Each line ends with the Löwdin charge.
Atoms and positions in Å:
C 0.80 -3.05 0.53  -0.07
C 1.09 -2.81 -0.94  -0.18
C 0.23 -1.69 -1.58  -0.28
C -1.11 -2.28 -2.01  -0.04
N 0.02 -0.59 -0.58  0.00
N -1.15 -0.62 0.03  0.15
C -1.38 0.29 0.95  0.00
C -0.44 1.27 1.30  -0.08
C -0.75 2.28 2.38  -0.18
O -0.91 3.55 1.84  -0.15
C 0.25 4.39 1.83  -0.08
C 0.76 1.28 0.61  0.10
C 0.99 0.31 -0.37  -0.14
C 2.28 0.32 -1.13  -0.08
C 2.17 1.19 -2.43  -0.23
N 2.19 0.44 -3.69  0.01
H 1.24 -2.28 1.16  0.08
H 1.23 -4.00 0.82  0.05
H -0.27 -3.12 0.75  0.07
H 0.85 -3.72 -1.48  0.12
H 2.16 -2.65 -1.09  0.10
H 0.68 -1.28 -2.47  0.12
H -1.59 -2.82 -1.20  0.08
H -1.77 -1.54 -2.44  0.09
H -0.87 -3.02 -2.78  0.09
H -2.33 0.26 1.45  0.13
H 0.05 2.24 3.12  0.14
H -1.66 2.00 2.91  0.13
H 0.43 4.73 0.82  0.07
H 1.14 3.89 2.21  0.08
H 0.05 5.27 2.43  0.09
H 1.52 2.02 0.81  0.14
H 2.98 0.82 -0.47  0.12
H 2.63 -0.67 -1.36  0.10
H 1.27 1.80 -2.39  0.12
H 3.03 1.85 -2.43  0.11
H 1.27 0.41 -4.11  0.07
H 2.49 -0.51 -3.57  0.06
N 0.60 7.31 0.06  0.05
C 0.48 8.54 0.56  -0.15
C 0.85 9.69 -0.12  -0.06
C 1.35 9.56 -1.41  -0.07
C 1.48 8.29 -1.95  -0.07
C 1.09 7.21 -1.18  -0.16
H 0.08 8.60 1.57  0.10
H 0.73 10.66 0.34  0.11
H 1.65 10.43 -1.97  0.11
H 1.87 8.14 -2.94  0.10
H 1.17 6.20 -1.57  0.10
N 2.58 -6.28 1.05  0.04
C 2.55 -7.51 0.54  -0.15
C 2.85 -8.65 1.27  -0.07
C 3.20 -8.51 2.60  -0.07
C 3.23 -7.24 3.15  -0.07
C 2.92 -6.17 2.33  -0.16
H 2.28 -7.58 -0.51  0.10
H 2.81 -9.63 0.80  0.11
H 3.43 -9.38 3.20  0.11
H 3.50 -7.09 4.18  0.10
H 2.93 -5.15 2.73  0.10
N -6.64 -0.44 -0.92  0.06
C -7.18 -1.47 -0.27  -0.14
C -6.45 -2.33 0.53  -0.07
C -5.08 -2.12 0.66  -0.08
C -4.51 -1.06 -0.01  -0.09
C -5.33 -0.25 -0.79  -0.15
H -8.24 -1.60 -0.40  0.11
H -6.94 -3.15 1.04  0.10
H -4.48 -2.78 1.27  0.10
H -3.45 -0.85 0.05  0.04
H -4.92 0.60 -1.33  0.10


Entry 7:
Density functional theory data (ωB97M-V/def2-TZVPD) for a structure of composition C23H38B3Br6CaCl3FNNaO22S3.

Values from the calculation:
HOMO (eV): -7.69
Net charge: +1
Electronic energy (eV): -588921.188

Each line ends with the Löwdin charge.
Atoms and positions in Å:
C -3.20 1.03 -1.84  0.10
C -2.42 0.36 -1.23  -0.13
C -1.35 -0.39 -0.46  -0.18
C -1.48 -1.93 -0.65  -0.16
C -0.24 -2.74 -0.11  -0.09
C 1.12 -2.07 -0.34  -0.03
C 1.43 -1.66 -1.67  -0.12
O 0.58 -1.88 -2.73  0.18
B 0.63 -3.21 -3.23  -0.69
O -0.52 -3.96 -3.45  0.18
O 1.85 -3.83 -3.50  0.18
C 2.69 -0.98 -1.92  0.05
B 3.18 -0.40 -3.31  -0.62
O 4.63 -0.55 -3.60  -0.19
O 2.29 0.26 -4.19  0.09
C 3.54 -0.78 -0.83  0.05
N 3.23 -1.19 0.41  0.17
B 4.30 -0.83 1.44  -0.67
O 5.08 -1.81 1.99  0.24
O 4.51 0.48 1.74  0.07
C 3.44 0.95 2.60  -0.02
C 2.07 -1.83 0.71  -0.04
C 1.70 -2.31 2.11  -0.09
C 0.75 -1.33 2.91  -0.14
C 0.75 -1.85 4.40  -0.22
C -0.67 -2.14 4.96  -0.24
S -1.12 -1.10 6.39  0.58
O 0.03 -0.45 6.94  -0.28
O -1.66 -1.97 7.42  -0.34
O -2.25 -0.02 6.01  -0.30
H -3.62 1.85 -2.41  0.05
H -0.39 0.05 -0.79  0.12
H -1.44 -0.16 0.63  0.12
H -2.34 -2.25 -0.02  0.13
H -1.68 -2.15 -1.71  0.11
H -0.44 -2.96 0.95  0.10
H -0.23 -3.70 -0.68  0.12
H -0.64 -4.61 -2.74  0.12
H 1.83 -4.69 -3.05  0.13
H 4.83 -1.50 -3.57  0.14
H 2.56 -0.05 -5.09  0.07
H 4.48 -0.24 -0.99  0.15
H 5.77 -1.33 2.48  0.15
H 3.09 0.08 3.22  0.09
H 3.78 1.79 3.23  0.10
H 2.55 1.30 2.03  0.10
H 1.11 -3.24 1.97  0.13
H 2.56 -2.58 2.75  0.13
H -0.29 -1.41 2.55  0.09
H 1.05 -0.27 2.86  0.11
H 1.30 -2.82 4.43  0.06
H 1.34 -1.16 5.04  0.11
H -1.45 -2.10 4.16  0.07
H -0.70 -3.19 5.33  0.01
H -2.37 -0.01 5.06  -0.03
C -7.02 7.19 -1.58  -0.11
C -5.87 6.89 -2.50  -0.12
O -5.36 5.67 -1.98  0.07
C -6.36 5.06 -1.30  -0.56
O -6.32 3.94 -0.89  0.11
O -7.43 5.88 -1.16  0.06
H -7.84 7.71 -2.08  0.14
H -6.72 7.76 -0.70  0.14
H -6.19 6.73 -3.54  0.14
H -5.11 7.67 -2.49  0.14
C -8.56 3.04 1.57  -1.60
Br -8.92 3.19 3.46  0.59
Br -7.29 1.63 1.19  0.58
Br -10.18 2.83 0.55  0.61
H -8.10 3.97 1.26  -0.04
C 3.33 1.81 -8.90  -0.15
C 4.14 0.86 -9.76  -0.14
O 4.50 -0.21 -8.88  -0.17
S 3.34 -0.43 -7.80  0.62
O 2.51 -1.49 -8.23  -0.17
O 3.93 -0.40 -6.49  -0.29
O 2.56 0.95 -8.04  -0.18
H 3.98 2.42 -8.27  0.13
H 2.68 2.45 -9.48  0.15
H 5.02 1.34 -10.18  0.15
H 3.53 0.45 -10.57  0.14
F -1.12 1.59 5.06  -0.66
O 4.87 -4.37 -4.19  -0.05
H 4.92 -5.05 -4.87  0.05
H 4.06 -3.89 -4.36  0.00
Ca 4.81 1.50 -4.08  1.36
C -5.99 -1.08 5.11  -1.54
Br -4.50 -1.27 3.87  0.69
Br -5.52 0.06 6.58  0.70
Br -7.58 -0.49 4.21  0.60
H -6.19 -2.06 5.51  -0.01
O 4.10 5.73 2.81  -0.23
S 4.41 4.47 2.14  0.24
O 5.11 4.73 0.87  -0.26
O 3.14 3.76 1.84  -0.30
O 5.25 3.63 3.00  -0.30
C 1.71 -4.37 7.59  -1.49
Cl 0.47 -4.88 6.43  0.59
Cl 2.67 -5.75 8.13  0.54
Cl 2.76 -3.13 6.89  0.58
H 1.21 -3.94 8.45  0.03
Na -4.38 1.37 3.15  0.47


Entry 8:
Density functional theory data (ωB97M-V/def2-TZVPD) for a structure of composition C4H4O3P.

Values from the calculation:
HOMO (eV): -3.94
ΔE to the lowest compared entry with this formula, charge and spin (eV): 1.907
Net charge: -1
Electronic energy (eV): -19644.109

Each line ends with the Löwdin charge.
Atoms and positions in Å:
C -2.29 0.23 0.05  -0.09
C -1.11 -0.12 0.56  -0.07
C 1.24 0.64 0.23  -0.87
C 0.43 -0.28 -0.57  -0.23
O 2.19 0.02 0.82  -0.16
O 1.08 1.83 0.45  0.01
O 2.64 -1.78 -1.17  -0.55
P 1.74 -1.60 -0.01  0.69
H -3.21 0.55 0.58  0.04
H -2.35 0.47 -1.00  0.03
H -0.70 -0.19 1.61  0.09
H 0.34 0.22 -1.56  0.10


| no. | F_max (eV Å⁻¹) |
| --- | --- |
| 1 | 3.47 |
| 2 | 2.05 |
| 3 | 6.38 |
| 4 | 0.65 |
| 5 | 4.01 |
| 6 | 1.23 |
| 7 | 3.74 |
| 8 | 3.46 |